{
  "formula": "C19H21ClN4O2S",
  "method": "the ωB97M-V functional and the def2-TZVPD basis",
  "spin_multiplicity": 1,
  "gap_ev": 9.10,
  "energy_ev": -53456.3043,
  "e_homo_ev": -8.93,
  "smiles": "O=C(NC1CCCC1)[C@H](c1ccc(Cl)cc1)N(C(=O)c1csnn1)C1CC1",
  "fmax_ev_per_a": 1.64,
  "lumo_ev": 0.162,
  "symbols": ["O", "C", "N", "C", "C", "C", "C", "C", "C", "C", "C", "C", "C", "Cl", "C", "C", "N", "C", "O", "C", "C", "S", "N", "N", "C", "C", "C", "H", "H", "H", "H", "H", "H", "H", "H", "H", "H", "H", "H", "H", "H", "H", "H", "H", "H", "H", "H", "H"],
  "positions_angstrom": [[0.01806, 1.20301, 2.57152], [0.30116, 0.70256, 1.50118], [0.66788, 1.38003, 0.40939], [0.69212, 2.82421, 0.33936], [-0.41093, 3.35070, -0.60571], [0.29963, 4.26210, -1.60729], [1.69310, 3.65130, -1.71338], [2.02226, 3.31421, -0.26157], [0.23972, -0.83614, 1.31354], [1.39626, -1.41003, 0.53214], [1.23956, -2.50995, -0.30120], [2.31925, -3.03891, -0.98483], [3.57222, -2.47177, -0.82469], [4.92533, -3.12711, -1.67671], [3.75348, -1.38844, 0.02043], [2.66637, -0.86578, 0.69474], [-1.06774, -1.18522, 0.75525], [-1.37526, -0.83672, -0.50937], [-0.59619, -0.31908, -1.29146], [-2.78392, -1.11045, -0.93174], [-3.79667, -0.18267, -0.96276], [-5.17658, -0.92929, -1.63418], [-4.35464, -2.35041, -1.82905], [-3.16387, -2.29985, -1.43921], [-2.05114, -1.69093, 1.66778], [-2.73154, -3.00292, 1.40569], [-1.71513, -2.89676, 2.49678], [0.73705, 0.87465, -0.46723], [0.55615, 3.17844, 1.36407], [-0.85679, 2.50292, -1.12912], [-1.19920, 3.86813, -0.06154], [0.37087, 5.27571, -1.20966], [-0.21692, 4.30315, -2.56469], [1.65426, 2.74021, -2.31211], [2.41827, 4.32962, -2.15974], [2.35279, 4.21171, 0.26166], [2.79924, 2.55679, -0.16959], [0.26090, -1.25063, 2.32831], [0.26816, -2.96196, -0.43124], [2.18813, -3.88726, -1.63767], [4.73518, -0.96040, 0.14839], [2.80683, -0.02765, 1.36084], [-3.78816, 0.83758, -0.64103], [-2.63072, -0.90670, 2.14872], [-3.77566, -3.08932, 1.66530], [-2.46058, -3.54603, 0.51384], [-2.04184, -2.91100, 3.52468], [-0.76074, -3.37366, 2.33313]],
  "atomic_forces_ev_per_a": [[-0.16, 0.12, 0.47], [0.15, -0.53, -0.17], [0.10, 0.22, -0.25], [0.04, 0.07, 0.31], [-0.04, 0.15, 0.00], [-0.04, -0.08, -0.09], [0.04, 0.20, 0.08], [0.00, 0.01, -0.08], [0.11, 0.32, 0.10], [0.14, -0.19, -0.04], [0.11, 0.09, 0.11], [0.11, -0.03, 0.01], [-0.20, 0.10, 0.14], [0.17, -0.08, -0.12], [0.07, -0.09, -0.06], [-0.14, -0.15, 0.02], [0.34, -0.26, 0.23], [-0.14, -0.09, -0.20], [-0.07, -0.06, -0.17], [-0.89, 1.27, -0.11], [-0.17, -0.37, -0.13], [0.83, 0.53, 0.45], [-1.23, -0.84, -0.68], [1.15, -0.71, 0.03], [-0.41, 0.00, 0.28], [-0.02, -0.09, 0.04], [-0.02, 0.04, 0.05], [-0.05, -0.07, 0.24], [0.03, -0.04, -0.17], [-0.05, -0.01, 0.01], [-0.08, -0.05, 0.02], [0.01, 0.08, -0.03], [-0.04, 0.10, -0.03], [0.02, -0.06, -0.10], [0.05, -0.05, -0.10], [0.05, 0.05, 0.01], [0.06, 0.02, 0.10], [-0.07, 0.18, -0.22], [-0.11, -0.02, -0.04], [0.02, -0.07, -0.07], [0.10, 0.02, 0.00], [0.05, 0.11, 0.03], [0.10, 0.28, 0.11], [0.00, -0.16, 0.05], [-0.07, 0.06, 0.05], [0.10, 0.03, -0.01], [-0.04, 0.08, 0.06], [0.12, 0.00, -0.11]]
}

=====

{
  "formula": "C5H12N2O",
  "method": "the ωB97M-V functional and the def2-TZVPD basis",
  "charge": 1,
  "spin_multiplicity": 2,
  "gap_ev": [9.20, 5.32],
  "energy_ev": -10397.6106,
  "e_homo_ev": [-13.21, -13.21],
  "fmax_ev_per_a": 3.97,
  "s_squared": 0.766,
  "lumo_ev": [-4.011, -7.894],
  "symbols": ["C", "O", "C", "C", "C", "C", "N", "N", "H", "H", "H", "H", "H", "H", "H", "H", "H", "H", "H", "H"],
  "positions_angstrom": [[1.80430, 0.59041, -1.09446], [2.63434, -0.39208, -1.69663], [0.67990, -0.19038, -0.47394], [-0.31775, 0.84741, 0.16169], [-1.63715, 0.34761, 0.68778], [-2.51519, -0.29324, -0.09929], [-1.97197, 0.48742, 1.99939], [0.96120, -1.31548, 0.40020], [2.56807, 1.16847, -0.44186], [1.45230, 1.26069, -1.88751], [2.44033, -1.31490, -1.30550], [0.21000, -0.58673, -1.40366], [0.23219, 1.31711, 1.02902], [-0.64472, 1.70903, -0.47445], [-3.52222, -0.54985, 0.36104], [-2.34797, -0.36515, -1.19989], [-2.86793, 0.78408, 2.34171], [-1.26267, 0.38771, 2.70836], [1.66496, -1.10351, 1.13725], [0.16550, -1.61720, 0.91675]],
  "atomic_forces_ev_per_a": [[3.04, -0.65, 0.77], [-0.07, -2.17, 0.03], [-2.70, 1.24, -0.59], [0.69, 0.39, 1.71], [1.56, 0.73, 1.86], [-3.50, -0.33, -1.84], [1.04, -0.07, -0.72], [1.98, 0.96, 0.59], [-1.86, -0.50, -0.30], [-0.20, -0.10, 0.30], [0.43, 2.22, -0.81], [-0.07, -0.09, 0.67], [-0.51, -0.30, -0.81], [0.49, -0.68, 0.00], [1.38, -0.01, -0.99], [-0.17, -0.30, 1.12], [-0.70, -0.57, -0.14], [0.40, 0.69, 0.06], [-0.42, -0.01, -0.90], [-0.82, -0.45, 0.00]]
}

=====

{
  "formula": "C4H3N3O",
  "method": "the ωB97M-V functional and the def2-TZVPD basis",
  "spin_multiplicity": 1,
  "gap_ev": 10.05,
  "energy_ev": -10710.0927,
  "e_homo_ev": -9.11,
  "smiles": "c1cc2oncn2n1",
  "fmax_ev_per_a": 9.90,
  "lumo_ev": 0.939,
  "symbols": ["C", "C", "C", "O", "N", "C", "N", "N", "H", "H", "H"],
  "positions_angstrom": [[1.65448, -0.20856, -0.11797], [1.08719, 1.15232, -0.07141], [-0.32231, 0.74931, 0.08410], [-1.66724, 1.11939, -0.02837], [-2.30282, -0.07036, -0.10345], [-1.52990, -1.05694, -0.07112], [-0.27932, -0.59457, 0.19016], [0.92223, -1.21350, -0.04601], [2.80125, -0.02617, -0.01026], [1.46398, 2.18499, 0.11351], [-1.82753, -2.03591, 0.06082]],
  "atomic_forces_ev_per_a": [[6.49, 7.46, 0.64], [-4.00, -1.37, 0.79], [2.76, 1.27, -0.24], [3.32, -0.42, 0.33], [-4.46, -0.03, -0.59], [1.04, 1.34, 1.08], [-0.27, -1.17, -1.42], [-2.45, -1.86, 0.97], [-1.82, -1.97, -0.71], [0.01, -1.42, -0.58], [-0.61, -1.82, -0.27]]
}